(1)
The following is a DFT calculation (ωB97M-V with the def2-TZVPD basis set) of a cluster of 2 separate species, C4H11N3O2 in total in a non-equilibrium geometry.

Results
* electronic energy: -473.763274 a.u.
* molecular weight: 133.151 g mol⁻¹
* relative energy (zero: lowest compared OMol25 entry of this formula, charge and spin): 103.7 kJ/mol
* multiplicity: 1
* SMILES: [H]/N=C(/N)NC.CC(=O)O
* orbital gap: 9.593 eV

CARTESIAN COORDINATES (ANGSTROEM)
H: -0.201936 3.858652 0.660453
N: -0.497573 3.203182 -0.051871
C: 0.063512 2.071509 -0.084692
N: -0.424007 1.083511 -0.920724
N: 1.109949 1.591163 0.728544
C: 2.321561 1.188460 -0.000359
H: -1.417420 0.989714 -1.103888
H: 0.031429 0.194235 -0.744472
H: 1.287776 2.179438 1.524830
H: 3.233847 1.438467 0.530914
H: 2.370927 1.600048 -1.013204
H: 2.319762 0.104558 -0.136023
C: -1.500981 -1.760627 0.680830
C: -1.371852 -2.742194 -0.432741
O: -2.090098 -2.915038 -1.373795
O: -0.207892 -3.425047 -0.281874
H: -2.294855 -2.128618 1.329189
H: -1.989495 -0.817525 0.406257
H: -0.593442 -1.587961 1.236228
H: -0.149212 -4.125926 -0.953601

Cartesian forces (eV/Å) of the 2 atoms listed first:
H 0.51 -0.21 -0.06
N -0.79 0.31 -0.01

Löwdin atomic charge list, values in e, 2 entries: number 1, H, carries 0.033; number 2, N, carries 0.114

=====

(2)
The following is a DFT calculation (ωB97M-V with the def2-TZVPD basis set) of an isolated molecule of C2H6NP in a non-equilibrium geometry.

Results
* electronic energy: -475.769728 a.u.
* molecular weight: 75.051 g mol⁻¹
* relative energy (zero: lowest compared OMol25 entry of this formula, charge and spin): 229.4 kJ/mol
* multiplicity: 1
* SMILES: C=N[PH2]=C
* orbital gap: 8.827 eV

CARTESIAN COORDINATES (ANGSTROEM)
C: -2.054640 0.086943 0.431078
N: -0.958218 0.426712 -0.115065
P: 0.522143 -0.426143 -0.054284
C: 1.639151 0.659236 0.505156
H: -1.977696 -0.922330 1.013192
H: -2.876239 0.732284 0.381847
H: 0.558752 -0.628478 -1.552971
H: 0.269983 -1.756272 0.350723
H: 1.403781 0.688697 1.670236
H: 2.525047 0.093434 0.329572

Cartesian forces (eV/Å) of the 2 atoms listed first:
C 3.57 -2.95 0.93
N -0.95 0.02 0.07

Löwdin atomic charge list, values in e, 2 entries: number 1, C, carries -0.100; number 2, N, carries -0.242

=====

(3)
The following is a DFT calculation (ωB97M-V with the def2-TZVPD basis set) of a cluster of 2 separate species, C10H11O3S in total in a non-equilibrium geometry.

Results
* electronic energy: -1011.514202 a.u.
* molecular weight: 211.262 g mol⁻¹
* relative energy (zero: lowest compared OMol25 entry of this formula, charge and spin): 128.4 kJ/mol
* multiplicity: 1
* charge: -1
* orbital gap: 5.575 eV

CARTESIAN COORDINATES (ANGSTROEM)
C: 2.981267 1.274272 -0.112492
C: 1.630596 1.759292 -0.163323
C: 3.220462 -0.084142 0.001704
C: 0.600982 0.926203 -0.437929
C: 2.234667 -1.047345 -0.230934
C: 0.970603 -0.492550 -0.823625
C: -0.937322 1.034143 -0.257294
C: -1.418896 -0.369125 -0.043694
C: -0.358102 -1.288173 -0.677153
C: -1.535355 -0.648072 1.393361
O: 2.368530 -2.227201 0.026149
O: -4.384700 -0.610632 0.807548
O: -3.882804 1.254191 -0.768583
S: -3.872822 -0.236525 -0.468865
H: 3.800300 1.913953 0.223862
H: 1.540988 2.908024 -0.090163
H: 4.210228 -0.510546 0.448428
H: -1.184329 1.752552 0.487248
H: -1.443890 1.503079 -1.146125
H: -0.629676 -1.645025 -1.697764
H: -0.239088 -2.165395 -0.006608
H: 1.116369 -0.683775 -1.868209
H: -0.661404 -0.475820 2.031034
H: -1.750937 -1.728439 1.546263
H: -2.375678 -0.112941 1.827160

Cartesian forces (eV/Å) of the 2 atoms listed first:
C 0.49 -2.39 1.53
C -0.55 2.70 -0.99

Löwdin atomic charge list, values in e, 2 entries: number 1, C, carries -0.068; number 2, C, carries -0.079

=====

(4)
The following is a DFT calculation (ωB97M-V with the def2-TZVPD basis set) of a structure of composition C47H57Br2N6P2Zr.

Results
* electronic energy: -8030.786373 a.u.
* molecular weight: 1018.995 g mol⁻¹
* relative energy (zero: lowest compared OMol25 entry of this formula, charge and spin): 57.7 kJ/mol
* multiplicity: 1
* charge: +3
* orbital gap: 6.190 eV

CARTESIAN COORDINATES (ANGSTROEM)
Zr: 0.535500 0.224682 0.212968
C: -1.884759 4.158837 2.991063
C: -1.616994 3.266779 1.774976
C: -0.794607 4.022717 0.733608
P: -0.860069 1.611316 2.172106
C: -0.354376 1.619723 3.943966
C: -0.162110 0.193742 4.464546
C: 0.841575 2.537035 4.225893
C: -2.228087 0.429610 2.269988
C: -3.394900 0.721583 2.972952
C: -4.370786 -0.243107 3.196286
C: -5.636534 0.075703 3.937229
C: -4.109116 -1.531843 2.733463
C: -2.959283 -1.841606 2.024321
C: -2.021110 -0.851703 1.747687
N: -0.851446 -1.054158 0.958153
C: -0.753708 -2.234498 0.133426
C: -1.865845 -2.678156 -0.594642
C: -1.828371 -3.883440 -1.262948
C: -0.684934 -4.691475 -1.249833
C: -0.667233 -6.022458 -1.938464
C: 0.447908 -4.191823 -0.626839
C: 0.450303 -2.957856 0.031595
P: 1.925766 -2.126581 0.643012
C: 2.581987 -3.098968 2.069474
C: 1.619267 -3.060537 3.258340
C: 2.849431 -4.562998 1.702610
C: 3.182924 -2.019495 -0.717289
C: 4.411006 -1.258088 -0.197321
C: 3.622232 -3.268078 -1.482211
H: -2.420235 5.045558 2.650263
H: -2.505525 3.684159 3.749277
H: -0.964524 4.497817 3.463867
H: -2.582078 3.003341 1.333235
H: 0.185159 4.302204 1.130384
H: -0.649687 3.439086 -0.177142
H: -1.309222 4.943196 0.456279
H: -1.240269 2.040083 4.426907
H: 0.273063 -0.462752 3.709615
H: 0.495862 0.202172 5.334357
H: -1.107001 -0.257953 4.761385
H: 1.782370 1.998104 4.138135
H: 0.889686 3.404175 3.564860
H: 0.782487 2.913136 5.247359
H: -3.554348 1.719973 3.366170
H: -5.850476 1.142994 3.920235
H: -6.486785 -0.450521 3.506136
H: -5.558619 -0.233031 4.981185
H: -4.825695 -2.320101 2.929479
H: -2.799657 -2.861665 1.705768
H: -2.773240 -2.088926 -0.595063
H: -2.710005 -4.220944 -1.794260
H: -1.660171 -6.466642 -1.971077
H: -0.322559 -5.912097 -2.969580
H: 0.004712 -6.718187 -1.438358
H: 1.357151 -4.775533 -0.666244
H: 3.525825 -2.615112 2.339966
H: 0.627885 -3.416939 2.969071
H: 1.990809 -3.728945 4.035273
H: 1.506373 -2.078659 3.711604
H: 1.912666 -5.107761 1.586537
H: 3.447005 -4.691326 0.804285
H: 3.392803 -5.025572 2.527172
H: 2.671839 -1.370081 -1.443730
H: 4.856715 -1.747385 0.670197
H: 5.172821 -1.237957 -0.976773
H: 4.188411 -0.223758 0.068699
H: 4.261535 -3.911049 -0.879578
H: 2.789094 -3.852638 -1.865203
H: 4.222967 -2.946071 -2.335577
C: 3.990980 0.665235 3.216471
C: 4.729026 1.743370 2.755204
C: 4.256874 2.454776 1.665303
C: 3.063724 2.077677 1.062653
N: 2.359464 1.015768 1.494910
C: 2.823767 0.341040 2.557773
C: 2.538761 2.786999 -0.125514
C: 2.978684 4.060798 -0.447487
C: 2.524062 4.671104 -1.605327
C: 1.645814 3.974144 -2.415037
C: 1.224311 2.723931 -2.008240
N: 1.630939 2.122873 -0.878345
H: 4.309062 0.078871 4.067187
H: 5.659332 2.024774 3.230377
H: 4.836821 3.273397 1.267792
H: 2.228326 -0.494520 2.888187
H: 3.663601 4.583534 0.202557
H: 2.856569 5.666560 -1.867890
H: 1.276101 4.387640 -3.342427
H: 0.531911 2.175271 -2.621922
Br: 2.766124 0.057924 -4.078082
C: 1.979855 -1.626154 -4.585484
Br: 0.601262 -2.162749 -3.343559
H: 2.750981 -2.385590 -4.584166
H: 1.525878 -1.513007 -5.561371
N: -4.043740 1.929420 -9.692469
C: -3.755155 1.780285 -8.591958
C: -3.392183 1.598613 -7.213892
C: -4.367501 1.638979 -6.223240
C: -4.013031 1.478744 -4.893823
C: -2.680936 1.285553 -4.565260
C: -1.698453 1.240783 -5.545511
C: -2.057833 1.393277 -6.872296
N: -2.309986 1.133302 -3.180499
C: -3.084182 1.425044 -2.077917
C: -2.335054 1.122694 -0.990692
N: -1.099524 0.643757 -1.401283
C: -1.139672 0.670332 -2.730066
H: -5.403172 1.790343 -6.492919
H: -4.787680 1.488864 -4.141295
H: -0.653059 1.108857 -5.300568
H: -1.305371 1.362092 -7.647740
H: -4.079907 1.820574 -2.152458
H: -2.632168 1.161696 0.042178
H: -0.354395 0.323874 -3.375090

Cartesian forces (eV/Å) of the 2 atoms listed first:
Zr 0.22 -0.34 0.16
C -0.08 -0.01 -0.01

Löwdin atomic charge list, values in e, 2 entries: number 1, Zr, carries 1.583; number 2, C, carries -0.083

=====

(5)
The following is a DFT calculation (ωB97M-V with the def2-TZVPD basis set) of a structure of composition C3H8FeO11P2S in a non-equilibrium geometry.

Results
* electronic energy: -3291.448185 a.u.
* molecular weight: 369.946 g mol⁻¹
* relative energy (zero: lowest compared OMol25 entry of this formula, charge and spin): 0.0 kJ/mol
* multiplicity: 6
* charge: -3
* orbital gap (spin up / spin down): 3.364 / 3.352 eV

CARTESIAN COORDINATES (ANGSTROEM)
Fe: 0.768327 -0.721764 3.323905
P: 2.447698 0.828606 3.140946
O: 3.288786 2.030726 2.811691
O: 2.477840 -0.536443 2.351204
O: 0.913780 1.132528 2.710451
O: 2.029709 0.194194 4.515951
P: -0.883950 -2.376494 3.316573
O: -0.637103 -1.542588 2.019630
O: 0.567755 -2.685951 3.813211
O: -2.054428 -3.295687 3.534911
O: -0.970548 -1.057934 4.232218
O: 1.568265 1.100747 -2.401302
S: 0.536876 1.246971 -1.386012
O: 0.526817 2.432026 -0.579241
O: -0.909558 1.163509 -2.206578
C: -0.819562 0.566556 -3.501197
C: -2.187866 0.722469 -4.131556
C: 0.412007 -0.264564 -0.442217
H: -0.518614 -0.482473 -3.440343
H: -0.060378 1.068969 -4.099817
H: -2.297696 0.048631 -4.989761
H: -2.467904 1.755548 -4.329032
H: -3.003930 0.336824 -3.508060
H: 0.754973 -0.087636 0.580920
H: 1.123206 -0.940978 -0.911053
H: -0.604508 -0.635803 -0.425442

Cartesian forces (eV/Å) of the 2 atoms listed first:
Fe -1.88 -0.26 0.78
P -3.48 0.79 -1.73

Löwdin atomic charge list, values in e, 2 entries: number 1, Fe, carries 0.873; number 2, P, carries 0.030

=====

(6)
The following is a DFT calculation (ωB97M-V with the def2-TZVPD basis set) of a structure of composition C19H22ClN2OReS4 in a non-equilibrium geometry.

Results
* electronic energy: -3053.014090 a.u.
* molecular weight: 644.326 g mol⁻¹
* relative energy (zero: lowest compared OMol25 entry of this formula, charge and spin): 5.8 kJ/mol
* multiplicity: 2
* charge: +1
* orbital gap (spin up / spin down): 6.651 / 6.456 eV

CARTESIAN COORDINATES (ANGSTROEM)
Re: -0.276081 -1.335719 2.514417
C: 2.028004 -2.941553 0.556171
C: 1.369484 -2.960759 1.897099
C: 1.852153 -2.140093 2.949809
C: 1.310938 -2.238935 4.245541
C: 0.283078 -3.138596 4.512326
C: -0.192523 -3.966441 3.493464
C: 0.324897 -3.864096 2.211299
H: 2.969177 -3.491711 0.604424
H: 2.255398 -1.919610 0.261382
H: 1.397545 -3.412104 -0.197010
H: 2.611620 -1.400516 2.733901
H: 1.647266 -1.554251 5.009557
H: -0.160463 -3.177666 5.497762
H: -1.013202 -4.643294 3.687053
H: -0.098490 -4.457458 1.411971
S: -4.410716 -2.394430 0.986846
C: -2.950356 -2.026945 1.509025
S: -2.449783 -1.572687 3.167628
S: -1.442473 -1.770360 0.581244
C: -1.860517 0.889261 -4.018129
C: -2.042139 2.359736 -3.661290
C: -2.539380 2.576246 -2.241577
N: -1.523207 2.136374 -1.288976
C: -1.741471 2.082525 0.018035
S: -3.140962 2.491021 0.784712
N: -0.700327 1.556126 0.842948
C: 0.474312 0.979019 0.539835
O: 0.899758 0.007604 1.222162
C: 1.302526 1.492786 -0.561470
C: 1.410979 2.872816 -0.747653
C: 2.210388 3.363575 -1.764842
C: 2.877769 2.483596 -2.606958
C: 2.757684 1.110732 -2.433550
C: 1.979244 0.611866 -1.403026
H: -1.460977 0.774224 -5.024149
H: -2.810447 0.356499 -3.968484
H: -1.171446 0.382843 -3.336763
H: -2.767518 2.819123 -4.334135
H: -1.107399 2.910066 -3.809248
H: -3.451836 2.006175 -2.049933
H: -2.775548 3.624604 -2.050157
H: -0.633419 1.853983 -1.666817
H: -1.071440 1.353910 1.767551
H: 0.882565 3.548531 -0.087491
H: 2.314569 4.430660 -1.900731
H: 3.497642 2.871214 -3.404053
H: 3.270644 0.432688 -3.101148
H: 1.867869 -0.455178 -1.267539
Cl: -0.003391 0.484599 3.918967

Cartesian forces (eV/Å) of the 2 atoms listed first:
Re 0.64 -1.11 -0.05
C -0.01 -0.07 -0.10

Löwdin atomic charge list, values in e, 2 entries: number 1, Re, carries 0.788; number 2, C, carries -0.021

=====

(7)
The following is a DFT calculation (ωB97M-V with the def2-TZVPD basis set) of an isolated molecule of C16H20F4NO5PS2 in a non-equilibrium geometry.

Results
* electronic energy: -2589.465230 a.u.
* molecular weight: 477.438 g mol⁻¹
* multiplicity: 1
* SMILES: Cc1cccc(C[C@@]2(F)C(=O)O[C@](CCO)([PH2]=S)[C@@]2(CN)S(=O)(=O)C(F)(F)F)c1
* orbital gap: 7.814 eV

CARTESIAN COORDINATES (ANGSTROEM)
C: -1.885875 -5.399850 0.322411
C: -2.562427 -3.938982 0.527602
C: -4.076399 -3.712627 0.280560
C: -4.614580 -2.263391 0.533360
C: -3.677355 -1.079009 0.968326
C: -2.132846 -1.300391 1.191404
C: -1.194968 -0.052141 1.591946
C: -0.602525 0.570095 0.226413
F: -1.252586 -0.170398 -0.822269
C: -1.401486 2.001735 0.147851
O: -2.604098 2.227391 -0.044165
O: -0.316853 2.963570 0.309427
C: 0.734582 2.412015 -0.572772
C: 1.914694 3.493559 -0.596764
C: 3.168161 3.138051 -1.536308
O: 3.604829 4.407620 -2.143129
P: -0.081393 2.580076 -2.285592
S: -1.100821 4.259286 -2.472740
C: 0.943308 0.962783 0.094908
C: 1.874125 0.114086 -0.937914
N: 1.434040 -1.298218 -1.117029
S: 1.985056 0.958136 1.633897
O: 3.359303 1.574016 1.452425
O: 1.249185 1.835250 2.639767
C: 2.267704 -0.730479 2.386490
F: 1.511210 -1.777332 1.828348
F: 1.856144 -0.636426 3.758175
F: 3.666558 -1.022714 2.453108
C: -1.622591 -2.750631 0.963111
H: -1.013518 -5.431342 1.085093
H: -1.405075 -5.501212 -0.706865
H: -2.586262 -6.253826 0.608606
H: -4.747044 -4.572622 -0.055047
H: -5.741265 -2.108712 0.346025
H: -4.193891 -0.068946 1.095809
H: -0.430760 -0.293438 2.400050
H: -1.916565 0.722862 2.059544
H: 2.263189 3.693547 0.477608
H: 1.466541 4.491581 -0.975352
H: 2.939573 2.437444 -2.406568
H: 4.033927 2.780164 -0.882997
H: 3.559680 4.272970 -3.121367
H: 0.978551 2.686554 -3.273824
H: -0.878637 1.461907 -2.686702
H: 2.980218 0.067207 -0.596994
H: 1.911911 0.587341 -1.991328
H: 2.187817 -1.912911 -1.453067
H: 0.675645 -1.396039 -1.805743
H: -0.526129 -3.027606 1.102272

Cartesian forces (eV/Å) of the 2 atoms listed first:
C 0.55 1.40 1.22
C -1.13 2.28 0.08

Löwdin atomic charge list, values in e, 2 entries: number 1, C, carries -0.101; number 2, C, carries -0.201

=====

(8)
The following is a DFT calculation (ωB97M-V with the def2-TZVPD basis set) of a cluster of 2 separate species, C2H7N2O2 in total in a non-equilibrium geometry.

Results
* electronic energy: -340.180109 a.u.
* molecular weight: 91.090 g mol⁻¹
* relative energy (zero: lowest compared OMol25 entry of this formula, charge and spin): 0.0 kJ/mol
* multiplicity: 1
* charge: +1
* orbital gap: 11.794 eV

CARTESIAN COORDINATES (ANGSTROEM)
N: -0.747518 1.306878 0.006137
C: -0.562563 1.387393 -1.299913
N: 0.291560 0.681805 -2.018582
H: -0.353001 0.584814 0.596870
H: -1.413968 1.912334 0.444565
H: -1.135766 2.124802 -1.854614
H: 0.349248 0.815491 -3.014099
H: 0.763484 -0.129529 -1.654582
O: 1.211069 -0.377586 1.316856
C: 0.855872 -1.487513 1.675040
O: -0.385686 -2.017903 1.411545
H: 1.529686 -2.124794 2.265316
H: -0.402412 -2.676196 2.125462

Cartesian forces (eV/Å) of the 2 atoms listed first:
N -0.18 -0.12 -1.34
C 0.26 0.00 0.51

Löwdin atomic charge list, values in e, 2 entries: number 1, N, carries 0.210; number 2, C, carries -0.141